This record from OMol25 describes a 12-piece molecular cluster, C16H56N18O14 overall. The level of theory is ωB97M-V/def2-TZVPD.

Element x y z (Å)
N 0.9014 -3.3034 -2.6896
C -0.1592 -3.5320 -3.4725
N -0.0101 -3.4733 -4.8139
O -1.2090 -3.9130 -2.9356
H 0.8178 -3.5817 -1.7229
H 1.8206 -2.9594 -3.0141
H 0.8609 -3.4956 -5.2790
H -0.7805 -3.6919 -5.4305
N 3.1256 3.4582 -3.4396
C 2.3677 3.1248 -2.3158
N 0.9719 3.2834 -2.2699
O 2.9688 2.6200 -1.3662
H 2.6583 3.7227 -4.2978
H 4.0741 3.2084 -3.4587
H 0.6277 2.9437 -1.3838
H 0.4225 3.7400 -2.9455
N -1.6278 3.6949 1.9167
C -2.5087 3.5101 2.9344
N -2.1226 3.9779 4.1174
O -3.5080 2.8183 2.7647
H -0.6673 4.0293 2.1703
H -1.7129 3.0892 1.0996
H -1.4729 4.7760 4.2140
H -2.8696 4.1389 4.8005
N -2.7021 -0.1413 4.1098
C -2.7590 -0.6668 2.8326
N -3.3477 0.1104 1.9569
O -2.1973 -1.7549 2.6548
H -1.8489 -0.3754 4.6197
H -3.1406 0.7097 4.3770
H -3.6564 1.0539 2.2087
H -3.3535 -0.1773 0.9664
N 2.3072 -4.7432 -0.0048
C 2.8987 -3.5053 0.0441
N 3.1488 -3.0902 1.3211
O 3.2850 -2.8464 -0.8974
H 2.0099 -5.3153 0.7862
H 2.5013 -5.2529 -0.8012
H 2.6370 -3.5608 2.0788
H 3.6603 -2.2508 1.4126
N -2.0660 -2.1248 -0.5848
C -2.9855 -1.4014 -1.2552
N -2.8378 -1.4447 -2.6205
O -3.8187 -0.6226 -0.7681
H -2.1382 -2.1063 0.4560
H -1.6742 -2.9316 -1.0630
H -3.5720 -1.0851 -3.2137
H -2.2785 -2.1756 -3.0154
N 0.8894 1.9551 3.7225
C 0.8345 0.6270 4.0906
N 1.5545 -0.1939 3.2728
O 0.2313 0.3016 5.1124
H 1.3907 2.3686 2.9656
H 0.2399 2.5733 4.1050
H 1.9900 0.1331 2.4442
H 1.5119 -1.1702 3.4968
N 3.3100 0.0370 -4.3959
C 3.5877 -1.2595 -4.0125
N 4.4533 -1.3045 -2.9604
O 3.1176 -2.2565 -4.5825
H 2.5602 -0.0415 -5.0355
H 3.3115 0.7756 -3.6756
H 4.7570 -0.4187 -2.5599
H 4.7388 -2.2035 -2.5982
N 0.1977 -3.1592 3.9045
C 0.2267 -4.1018 2.8912
N -0.7378 -4.0593 1.9787
O 1.1471 -4.9414 2.7482
H -0.6767 -2.7242 4.0529
H 0.7418 -3.4004 4.7110
H -1.2808 -3.2359 1.9496
H -0.8091 -4.7584 1.2086
C -6.4895 1.9829 -1.2421
C -5.4444 2.2574 -2.2641
C -4.1844 3.0315 -1.8253
O -4.9772 0.9918 -2.7362
H -6.0925 1.7392 -0.2859
H -7.2914 1.2550 -1.5986
H -7.1076 2.8465 -0.9931
H -5.7921 2.8659 -3.1171
H -3.5743 3.2303 -2.6747
H -3.6019 2.5072 -1.0817
H -4.5837 3.9105 -1.4133
H -4.7126 0.4415 -1.9900
O 4.1611 -0.0793 1.3628
C 4.8810 1.0700 1.0282
C 4.2260 2.2584 1.7169
O 2.9030 2.6142 1.3589
H 3.3318 -0.1618 0.9258
H 5.9033 0.8695 1.3471
H 4.9492 1.2517 -0.0490
H 4.9205 3.1290 1.5380
H 4.3108 2.0422 2.8334
H 2.7838 2.6546 0.4221
O 1.3793 -0.3897 0.1546
C 0.5143 0.1027 -0.8553
C -0.3964 1.0589 -0.1871
O 0.2415 2.1737 0.3050
H 1.7591 -1.2657 0.0130
H 1.0120 0.4927 -1.7423
H -0.0714 -0.7528 -1.2427
H -0.9670 0.5262 0.5967
H -1.1954 1.4036 -0.9078
H 0.8776 1.9128 0.9869

As for the SMILES: NC(N)=O.NC(N)=O.NC(N)=O.NC(N)=O.NC(N)=O.NC(N)=O.NC(N)=O.NC(N)=O.NC(N)=O.CC(C)O.OCCO.OCCO. Its energy is -72997.711 eV. The frontier orbital gap is 9.46 eV.


This record from OMol25 describes a 11-piece molecular cluster, C16H56N2O15 overall. The level of theory is ωB97M-V/def2-TZVPD.

Element x y z (Å)
C 1.0622 -3.6240 -2.9815
O 2.3180 -2.9633 -2.8300
C 3.0420 -3.0896 -4.0383
C 4.3945 -2.3744 -3.9271
C 4.3003 -0.8582 -4.0221
N 5.3297 -2.8615 -4.9784
H 1.1625 -4.6969 -3.1691
H 0.4696 -3.1857 -3.7868
H 0.5725 -3.5009 -2.0159
H 3.2932 -4.1494 -4.1732
H 2.4705 -2.7031 -4.8884
H 4.8580 -2.6556 -2.9804
H 4.0403 -0.4102 -3.0580
H 3.5925 -0.4728 -4.7632
H 5.2121 -0.3166 -4.2968
H 4.9153 -3.4486 -5.6909
H 5.7047 -2.0393 -5.4260
C -1.0518 3.6076 1.6487
O -0.0199 2.8243 2.1741
C 0.3837 3.1283 3.5023
C 0.2057 1.9562 4.4275
C 0.7117 2.2508 5.8486
N 0.9658 0.8219 3.8766
H -1.1500 3.4528 0.5725
H -0.8126 4.6799 1.7104
H -2.0019 3.4699 2.1766
H 1.4232 3.4612 3.3974
H -0.0849 4.0136 3.9506
H -0.8627 1.7451 4.5742
H 0.4618 3.2697 6.1535
H 1.8012 2.1958 5.8093
H 0.3193 1.5544 6.5856
H 0.6434 -0.0236 4.3458
H 0.6424 0.6870 2.9189
O -2.9913 0.6747 2.4666
C -3.9542 -0.3394 2.7403
C -4.5812 -0.0577 4.1117
O -3.4996 -0.1781 5.0477
H -2.4980 0.7143 3.3019
H -4.7188 -0.4399 1.9692
H -3.4691 -1.3232 2.8051
H -5.3188 -0.8436 4.2804
H -4.9451 0.9690 4.0937
H -3.8895 -0.3122 5.9159
O 1.8358 -0.0195 -0.7756
C 0.8897 -0.7728 -0.0754
C -0.4654 -0.0743 0.0567
O -1.2007 -0.2717 -1.1464
H 1.7716 -0.1699 -1.7354
H 0.6911 -1.7547 -0.5106
H 1.2464 -0.9041 0.9496
H -0.3988 0.9900 0.3033
H -0.9996 -0.5184 0.9071
H -2.0595 0.1801 -1.0373
O 4.7942 2.3555 1.3171
C 3.9507 3.4951 1.1008
C 2.6347 3.0844 0.4738
O 2.8502 2.6421 -0.8636
H 5.2643 2.2701 0.4824
H 3.7730 4.0229 2.0377
H 4.4793 4.2041 0.4607
H 2.0419 4.0089 0.4241
H 2.0577 2.3912 1.0814
H 2.2341 1.9208 -1.0619
O -7.9983 -1.2993 -1.4379
C -6.8858 -2.1723 -1.2553
C -5.6854 -1.3672 -0.8500
O -5.3049 -0.4820 -1.8854
H -8.5294 -1.5745 -2.1863
H -7.1443 -2.8782 -0.4588
H -6.7505 -2.8010 -2.1385
H -4.8785 -1.9530 -0.3945
H -6.0200 -0.6956 -0.0419
H -4.7108 0.1854 -1.5206
O 1.0481 -0.1791 -3.6282
H 0.1986 -0.6513 -3.6728
H 1.1954 0.1466 -4.5212
O -3.4914 1.1456 -0.3275
H -3.5457 2.1019 -0.4446
H -3.1044 1.0250 0.5584
O -1.4311 -1.3881 -3.6486
H -2.1158 -2.0637 -3.6359
H -1.3982 -1.0412 -2.7331
O 4.3271 -0.6337 0.2181
H 3.4233 -0.2833 0.0746
H 4.9070 0.0775 -0.0566
O 3.4606 -3.3165 -0.4277
H 2.8650 -3.1680 -1.1955
H 3.7320 -2.4224 -0.1580

As for the SMILES: COC[C@H](C)N.COC[C@H](C)N.OCCO.OCCO.OCCO.OCCO.O.O.O.O.O. Its energy is -51190.435 eV. The frontier orbital gap is 9.05 eV.


This record from OMol25 describes a 21-piece molecular cluster, C16H56N2O22S2 overall. The level of theory is ωB97M-V/def2-TZVPD.

Element x y z (Å)
S -1.5365 -1.8087 -2.2596
O -4.1472 2.3900 0.2667
O -0.0122 3.6598 2.1121
S 3.6695 -1.2841 -0.2157
C -0.1884 -1.2645 -1.4288
C 2.4105 1.7361 1.0901
C 3.4585 -3.8171 -2.9064
C 1.3027 1.1845 0.5996
C 1.2194 -0.0199 -0.1895
C 1.9375 -1.1443 -0.5059
C 2.3229 -3.1502 -2.9541
C -2.1580 2.9111 1.2499
C -2.2779 1.0128 -0.1238
C -2.9233 2.0774 0.4380
C -0.7281 2.7473 1.4285
C -0.0843 1.7318 0.6985
C -0.8590 0.8555 -0.0296
N -0.0624 -0.1443 -0.6252
N 1.0842 -1.9093 -1.3612
C -4.9194 1.7434 -0.7730
C -0.5472 4.9385 2.4405
C 1.3452 -3.2088 -1.8813
H 3.8518 -2.5507 -0.6698
H 3.4055 1.3670 0.9121
H 2.3581 2.6347 1.7118
H 3.6739 -4.5961 -2.1536
H 4.2324 -3.7775 -3.7175
H 2.2642 -2.4406 -3.7650
H -2.6998 3.7149 1.6670
H -2.8074 0.1965 -0.6282
H -5.9689 2.0615 -0.6680
H -4.5181 2.0448 -1.7362
H -4.9029 0.6654 -0.6482
H 0.1716 5.5762 2.9699
H -0.7534 5.4339 1.4842
H -1.4580 4.8334 2.9732
H 1.6230 -4.0116 -1.1477
H 0.4449 -3.6604 -2.3208
O 1.4164 7.6121 2.4252
H 2.1596 8.2705 2.2305
H 1.2885 7.0302 1.6074
O 3.1523 3.3578 4.5417
H 3.1940 4.2573 4.0801
H 2.2167 3.2338 4.9063
O 6.5270 -3.7034 -0.8271
H 6.1017 -4.0044 0.0402
H 6.4010 -4.4378 -1.5115
O 5.0999 -3.7736 1.8674
H 4.4193 -4.4375 1.5213
H 4.6121 -2.9227 2.1159
O -5.4712 -1.8199 -1.2642
H -4.8527 -1.6083 -2.0365
H -6.4238 -1.7775 -1.6026
O 1.7368 -3.7338 1.6225
H 2.3353 -2.9232 1.7141
H 2.0520 -4.4343 2.2810
O -1.6378 -5.6439 -1.5087
H -2.6014 -5.3922 -1.6870
H -1.4039 -5.3498 -0.5693
O -5.4703 1.9569 2.9200
H -5.7480 0.9972 2.7600
H -4.9518 2.2740 2.1110
O -1.5569 6.6635 5.0121
H -2.4548 6.5265 4.5663
H -1.3990 7.6587 5.1036
O 1.6777 6.5569 -0.0775
H 2.6709 6.6589 -0.2412
H 1.3739 5.6941 -0.5100
O -8.4605 2.3680 -1.6630
H -7.8220 2.7922 -2.3235
H -8.9137 1.5872 -2.1198
O 0.6311 2.4629 4.8458
H 0.1324 2.0363 4.0757
H 0.0936 3.2571 5.1680
O 0.7048 -6.7275 -1.8246
H -0.1645 -6.2204 -1.7194
H 0.8968 -6.8220 -2.8135
O 4.8398 2.3762 -1.3080
H 4.7070 1.5020 -1.7998
H 4.0726 2.9915 -1.5461
O 6.0136 -5.7127 -2.4621
H 6.6802 -5.8256 -3.2149
H 5.1403 -6.1360 -2.7483
O -4.0230 -1.6457 -3.7894
H -4.0575 -1.6366 -4.8006
H -3.0563 -1.5517 -3.5061
O -8.1765 0.9824 0.8519
H -9.0199 0.4327 0.7503
H -8.0398 1.5104 -0.0003
O 3.9933 -6.9168 -3.9392
H 4.5078 -7.7733 -4.0986
H 4.2601 -6.2514 -4.6532
O -3.1132 6.0788 1.1452
H -3.8350 5.8872 0.4626
H -2.5544 6.8506 0.8048
O 4.2869 -6.0749 0.4546
H 5.1099 -6.6532 0.3451
H 3.4790 -6.6823 0.5016

Its energy is -87192.086 eV. The frontier orbital gap is 7.11 eV.


Question: The highest frontier orbital gap belongs to which entry?
Answer: C16H56N18O14


Question: Among the records above, which one has the lowest frontier orbital gap?
Answer: C16H56N2O22S2


Question: Look up the energy of the first one.
Answer: -72997.711 eV